Record 1
57
Properties=species:S:1:pos:R:3:forces:R:3 method="wB97M-V/def2-TZVPD" smiles=CC(C)O.CC(C)O.CC(C)O.CCO.O.O.O.O homo_lumo_gap_ev=9.3 e_above_lowest_kcal_mol=0.0
C -4.1086 0.0696 -1.6096 -0.86 0.81 0.90
C -4.7221 -1.2616 -1.4050 1.63 -1.32 -0.11
O -4.2840 -2.0891 -2.4601 -1.99 -0.82 -0.62
H -3.0272 0.0199 -1.4818 -0.08 0.12 -0.57
H -4.4976 0.6854 -0.7986 0.08 0.64 -0.04
H -4.4875 0.4294 -2.5662 0.59 0.35 -0.01
H -5.8069 -1.2525 -1.2990 -0.01 -0.06 -0.53
H -4.3278 -1.7163 -0.4962 -0.14 0.06 0.67
H -3.3352 -2.0891 -2.6063 0.47 0.22 0.27
O -0.3526 0.5846 -4.1300 -0.09 0.12 -0.87
H -0.3157 0.6639 -3.1768 -0.07 -0.10 0.48
H 0.1313 -0.2184 -4.3229 0.14 -0.06 -0.09
O -0.3502 -2.3613 -0.3101 -0.56 0.22 -0.48
H -0.9225 -2.5128 0.4420 -0.25 -0.05 0.12
H 0.5282 -2.5635 0.0122 0.78 -0.35 0.24
O -1.6498 -2.5979 -2.7599 -0.08 -0.17 -0.43
H -1.0136 -2.4040 -3.4482 -0.05 0.14 -0.29
H -1.1599 -2.4944 -1.9441 0.27 -0.12 0.55
O -0.4006 0.2547 -1.4421 0.59 0.48 -0.19
H -0.9100 0.7958 -0.8388 -0.40 0.18 0.38
H -0.3569 -0.6020 -1.0175 -0.06 -0.65 0.27
C -0.9897 2.2028 2.7114 -0.69 0.25 -0.12
C -1.7795 2.3236 1.3750 2.90 1.41 0.81
C -0.9753 3.1766 0.3827 -0.75 -0.05 -0.81
O -1.8528 1.0186 0.8670 -1.00 -0.30 -0.28
H 0.0307 1.8563 2.5475 0.01 0.23 -0.31
H -1.4411 1.4393 3.3450 -0.25 0.04 0.14
H -0.9787 3.1428 3.2630 0.09 0.03 0.01
H -2.7321 2.8348 1.5140 -0.34 -0.45 0.07
H 0.0331 2.8294 0.1576 0.15 -0.03 0.53
H -0.9883 4.2431 0.6072 0.26 -0.11 0.47
H -1.4718 3.1446 -0.5871 -0.26 -0.14 -0.17
H -2.5638 0.6411 1.3899 -0.08 -0.73 -0.27
C 0.8686 -1.0893 2.1428 1.47 0.44 -0.13
C 2.1901 -1.8785 2.1035 -1.39 -0.68 2.45
C 2.5188 -2.5266 3.5214 -0.20 0.38 -1.12
O 1.9586 -2.8952 1.1281 0.67 -0.02 0.22
H -0.0390 -1.6617 2.3342 0.31 -0.34 0.01
H 0.8336 -0.6451 1.1481 -0.58 0.50 0.25
H 0.9552 -0.3397 2.9294 -0.13 0.24 -0.23
H 3.0322 -1.2452 1.8241 -0.09 0.16 -0.21
H 2.6553 -1.8128 4.3338 0.14 0.43 -0.35
H 3.4467 -3.0922 3.4362 -0.03 -0.22 0.11
H 1.7059 -3.1603 3.8758 -0.01 -0.25 -0.38
H 2.7341 -3.4595 1.1692 -0.01 -0.38 -0.39
C 3.4006 2.2288 0.1741 0.08 -0.34 0.19
C 3.2109 1.6149 -1.2106 0.83 -0.03 0.35
C 3.4232 0.1040 -1.3060 0.86 0.24 -0.22
O 1.9651 1.9423 -1.7311 -0.45 0.70 -0.36
H 4.3621 2.0147 0.6408 0.08 -0.58 -0.08
H 2.5952 1.8369 0.7953 -0.03 0.36 0.42
H 3.4312 3.3175 0.1308 -0.70 0.02 -0.13
H 3.9649 2.1195 -1.8148 0.00 -0.19 -0.50
H 2.6074 -0.5238 -0.9478 -0.17 0.25 0.35
H 4.3487 -0.1551 -0.7917 -0.02 -0.23 0.14
H 3.5722 -0.1613 -2.3527 -0.09 0.00 -0.07
H 1.3369 1.2741 -1.4473 -0.48 -0.23 -0.06

Record 2
88
Properties=species:S:1:pos:R:3:forces:R:3 method="wB97M-V/def2-TZVPD" homo_lumo_gap_ev=9.9
O -0.3798 -1.4653 0.6775 -0.44 0.53 -0.53
P -0.3001 -0.3250 -0.2536 1.03 -0.80 0.36
O 0.5913 -0.6174 -1.5367 -0.53 0.23 0.02
O 0.3460 0.9901 0.2956 -0.15 -0.52 -0.38
N -1.8437 0.0674 -0.9348 -0.14 0.94 1.00
S -1.9573 1.6719 -1.6013 -0.11 0.06 -0.68
S -3.0751 -0.4539 0.0698 0.47 -1.78 0.82
O -3.3569 -1.8004 -0.2978 -0.23 0.67 0.12
O -2.8583 -0.1265 1.4454 -0.47 0.56 -0.94
F -4.2720 0.4117 -0.4240 0.19 0.16 -0.06
H 0.1950 -1.3640 -2.0266 0.17 0.11 -0.05
H 0.0356 1.2342 1.2050 0.04 0.05 0.14
H -1.3196 2.4032 -0.6684 -0.10 -0.26 0.26
O 0.8896 -1.8976 3.1293 0.40 0.32 0.42
H 0.4052 -1.7053 2.3158 -0.26 -0.20 -0.25
H 0.3114 -2.4723 3.6490 -0.05 -0.11 -0.08
O 3.3308 -0.6973 1.6695 0.30 0.38 -0.05
H 2.4748 -0.4496 1.3047 -0.01 -0.05 0.18
H 3.1476 -1.3059 2.3993 -0.17 -0.17 -0.21
O -6.3998 0.7022 -2.5164 0.03 -0.04 0.11
H -5.9575 0.7179 -1.6616 -0.05 0.00 -0.06
H -7.2992 0.4159 -2.3293 0.02 0.00 -0.04
O -0.8607 -3.9576 3.9645 -0.19 -0.31 0.18
H -1.7454 -3.6005 3.7930 0.17 0.12 -0.11
H -0.9910 -4.6977 4.5717 0.12 0.03 0.04
O 0.8573 1.8880 -3.2791 -0.14 0.14 -0.29
H 1.1565 1.5730 -4.1422 0.05 -0.09 0.05
H 0.9180 1.0989 -2.7292 -0.01 0.02 0.02
O 5.4080 -2.4135 0.0477 -0.08 -0.01 -0.03
H 4.8570 -1.9151 0.6738 -0.02 0.06 -0.05
H 4.9012 -2.3970 -0.7696 0.03 0.05 0.00
O -2.3305 -1.7076 3.6519 -0.26 0.20 0.64
H -1.9896 -1.4509 4.5205 0.10 0.04 -0.10
H -2.6216 -0.8759 3.2611 0.20 -0.04 -0.33
O -1.8348 -3.0429 -2.8066 0.14 0.06 0.00
H -2.6731 -2.6406 -3.0572 0.03 0.05 0.03
H -2.0733 -3.6756 -2.1207 0.02 0.06 0.04
O 3.5934 -3.5879 1.9408 -0.10 -0.11 0.08
H 4.1574 -3.8291 1.1967 0.10 0.08 0.06
H 2.6906 -3.7067 1.6199 -0.15 -0.19 0.11
O 2.8066 -0.0059 -4.3025 -0.07 -0.09 0.36
H 3.0544 -0.4409 -5.1270 -0.10 0.09 -0.06
H 3.2444 -0.5319 -3.6239 0.15 -0.04 -0.14
O -1.4699 1.3221 5.5461 0.19 -0.21 0.45
H -0.9802 1.7926 6.2281 0.01 -0.13 0.00
H -1.8547 2.0093 4.9898 0.00 -0.22 -0.01
O 0.4263 0.8544 3.2510 0.20 0.08 -0.13
H 0.9271 1.4560 3.8102 0.02 0.01 -0.04
H 0.6897 -0.0347 3.5419 -0.04 -0.27 -0.12
O 3.6780 2.5221 -2.7687 0.18 -0.04 0.05
H 3.3551 1.6479 -3.0206 -0.02 0.13 -0.16
H 3.5370 3.0476 -3.5653 0.06 0.04 0.02
O -5.1838 -2.3558 4.3719 -0.07 0.14 0.02
H -5.4901 -2.4522 3.4653 0.02 -0.04 0.02
H -4.3250 -1.9186 4.2891 0.04 -0.24 -0.07
O 0.6549 -4.8279 1.5146 0.09 0.11 -0.09
H 0.3308 -4.4209 2.3312 -0.09 -0.09 0.03
H 0.0124 -4.5541 0.8520 0.05 0.05 0.03
O 1.2126 -0.5501 -6.5669 -0.07 -0.01 -0.12
H 0.8228 -0.1692 -7.3602 0.03 -0.01 0.00
H 0.5692 -1.1988 -6.2638 0.02 0.02 0.03
O 4.3477 2.4437 2.2892 -0.11 -0.08 0.00
H 4.2270 1.4880 2.2136 -0.03 -0.06 -0.03
H 4.1544 2.7790 1.4076 0.04 0.02 0.00
O -5.1245 0.7477 -5.2008 0.12 -0.14 0.01
H -5.1932 0.6088 -4.2473 -0.18 0.13 -0.04
H -5.9748 0.4469 -5.5340 0.02 0.04 -0.02
O -1.2305 2.5752 1.8893 -0.27 0.20 0.04
H -1.6362 2.3365 2.7392 0.35 -0.09 -0.34
H -0.5816 3.2492 2.1231 -0.02 0.04 -0.04
O 1.7994 4.6212 -4.5072 0.00 -0.25 0.21
H 0.9613 5.0016 -4.8070 0.07 0.15 0.15
H 1.5221 3.9377 -3.8793 -0.15 -0.14 -0.18
O -2.8404 3.1583 4.2330 -0.45 0.61 -0.18
H -3.1034 3.6707 5.0053 -0.01 -0.03 0.05
H -3.4288 3.4552 3.5299 0.05 -0.07 -0.09
O 1.8471 4.4634 -1.3770 -0.21 -0.13 0.09
H 2.0825 3.5423 -1.5567 0.16 0.04 0.00
H 1.9584 4.8767 -2.2397 0.07 0.23 0.01
O 0.2856 -5.4534 6.5064 0.04 0.13 -0.12
H 0.6092 -5.4531 7.4124 -0.07 -0.04 0.00
H 0.9024 -4.8846 6.0316 0.03 -0.05 0.01
O -0.7192 6.1014 -4.6634 -0.10 0.00 -0.16
H -1.1289 6.6252 -3.9685 0.08 -0.03 0.04
H -1.2082 6.3134 -5.4648 -0.01 0.00 0.03
O 5.4509 -1.0874 -4.7598 0.08 -0.04 0.10
H 6.1113 -1.5733 -4.2547 0.01 -0.01 -0.06
H 5.7656 -0.1766 -4.7602 -0.05 0.00 0.02

Record 3
134
Properties=species:S:1:pos:R:3:forces:R:3 method="wB97M-V/def2-TZVPD" smiles="CCOS(C)(=O)=O.CCOS(C)(=O)=O.CCOS(C)(=O)=O.COC(=O)OC.COC(=O)OC.C1CCOC1.C1CCOC1.C1CCOC1.C1CCOC1.C1CCOC1" homo_lumo_gap_ev=9.8 e_above_lowest_kcal_mol=5.1
C -1.5475 -2.2354 -4.2150 -0.54 0.42 1.01
C -0.9345 -1.8240 -5.5338 -0.18 0.94 0.09
C -0.9384 -0.2800 -5.4150 1.10 -0.87 0.22
O -2.0270 0.0704 -4.6026 -0.34 0.48 0.07
C -2.4789 -1.0533 -3.8460 -0.15 -0.54 -0.72
H -0.8168 -2.2990 -3.4048 0.23 -0.24 -0.24
H -2.1315 -3.1539 -4.2189 0.21 -0.14 -0.15
H -1.5920 -2.1051 -6.3564 0.23 -0.20 -0.12
H 0.0920 -2.1540 -5.6744 -0.13 -0.35 -0.20
H -0.9317 0.1748 -6.4069 -0.52 0.30 0.15
H -0.0086 0.0414 -4.9160 -0.01 -0.02 -0.08
H -3.5126 -1.2404 -4.1516 -0.01 -0.09 0.08
H -2.4790 -0.8735 -2.7708 0.08 0.30 -0.03
C -5.1429 -1.6527 0.9166 -0.09 0.22 0.07
C -5.8584 -0.7097 1.8894 0.02 -0.27 1.04
C -6.1538 0.5398 1.0772 0.22 -0.80 -0.71
O -6.3380 0.0197 -0.2425 -0.34 -0.10 -0.20
C -5.3126 -0.9536 -0.4453 -0.22 0.05 -0.03
H -5.6567 -2.6115 0.8813 0.21 -0.13 0.11
H -4.1190 -1.7900 1.2576 0.05 -0.23 -0.47
H -5.2884 -0.5332 2.8068 0.24 0.28 -0.28
H -6.7520 -1.2006 2.2845 -0.30 0.31 -0.37
H -5.2984 1.2156 0.9739 -0.13 0.21 0.71
H -7.0677 1.0230 1.4100 0.10 0.35 -0.22
H -4.4083 -0.4838 -0.8447 0.15 0.09 0.34
H -5.6653 -1.6391 -1.2152 -0.06 0.00 0.01
C 2.0985 5.4524 -5.0199 0.04 0.37 0.30
C 2.3980 3.9741 -5.1497 0.45 -0.72 0.49
C 2.3233 3.4537 -3.6886 -0.40 0.73 -0.47
O 2.3393 4.6236 -2.8645 0.03 -0.12 0.30
C 2.6813 5.7610 -3.6423 -0.17 0.02 -0.16
H 1.0246 5.6408 -4.9579 -0.04 -0.12 -0.15
H 2.5026 6.0680 -5.8222 0.08 -0.05 0.01
H 3.4327 3.7947 -5.4507 -0.10 0.24 -0.45
H 1.7279 3.4338 -5.8152 0.04 0.01 -0.04
H 3.1702 2.8144 -3.4380 -0.06 -0.14 0.04
H 1.3786 2.9366 -3.5117 0.07 -0.13 0.15
H 3.7672 5.9111 -3.6523 0.03 -0.07 -0.13
H 2.2224 6.6344 -3.1794 0.03 -0.02 0.06
C 5.2636 0.6980 -2.6122 -0.20 0.21 -0.29
C 5.9659 2.0482 -2.3398 -0.49 -0.68 0.22
C 7.4581 1.6980 -2.5138 -0.44 0.16 0.06
O 7.5583 0.2773 -2.6149 -0.04 0.16 -0.30
C 6.3357 -0.2631 -2.1453 0.23 -0.57 0.33
H 5.0326 0.5942 -3.6763 0.39 -0.20 -0.07
H 4.2954 0.5642 -2.1256 0.18 0.17 0.37
H 5.7192 2.3218 -1.3134 0.19 0.28 -0.03
H 5.6340 2.8322 -3.0162 0.03 0.10 0.06
H 8.0376 2.0382 -1.6537 0.14 0.11 -0.10
H 7.8217 2.1498 -3.4358 0.34 -0.11 0.06
H 6.3913 -0.3333 -1.0489 -0.30 0.26 0.01
H 6.2571 -1.2988 -2.4814 -0.06 0.14 -0.34
C 4.8484 -1.7219 1.0316 0.20 0.14 -0.04
C 3.6697 -2.4055 0.3601 -0.61 0.04 -0.37
C 2.6656 -2.5054 1.4964 0.29 -0.47 0.69
O 3.4957 -2.8106 2.6312 -0.13 -0.19 0.23
C 4.7820 -2.2193 2.4824 -0.19 0.34 0.18
H 4.6862 -0.6414 0.9994 0.08 0.01 0.03
H 5.7862 -1.9307 0.5192 0.08 -0.03 0.17
H 3.9106 -3.4061 -0.0030 0.13 -0.03 0.14
H 3.2991 -1.8440 -0.4991 -0.03 0.05 0.08
H 1.9547 -3.3287 1.4374 0.01 -0.01 -0.29
H 2.0722 -1.6109 1.7045 0.22 0.25 -0.28
H 5.5495 -2.9392 2.7734 -0.08 -0.21 -0.31
H 4.8781 -1.3987 3.2041 -0.01 0.12 -0.14
O -2.0970 -1.8606 -0.2051 -0.12 0.28 0.47
S -1.1970 -1.4240 0.8225 2.45 0.28 0.23
O -0.6277 -2.3465 1.7693 -0.77 -0.22 -0.35
O 0.1334 -0.8397 0.1053 -0.65 -0.07 0.35
C -0.0500 -0.0882 -1.0968 0.54 0.44 -1.01
C 1.3311 0.3289 -1.5942 -0.17 -0.38 0.83
C -1.7025 -0.0103 1.7561 -0.68 0.05 -0.67
H -0.6004 0.8489 -0.9575 -0.38 -0.28 0.42
H -0.5741 -0.7149 -1.8149 -0.05 0.08 -0.04
H 1.2489 0.9602 -2.4742 0.00 -0.08 -0.11
H 1.9673 -0.5377 -1.7749 -0.07 0.01 -0.24
H 1.7825 0.9045 -0.7850 0.21 0.10 -0.20
H -1.0574 0.1003 2.6222 -0.15 -0.41 0.18
H -2.7572 -0.2046 1.9607 0.06 0.19 0.48
H -1.6372 0.9021 1.1681 -0.07 -0.13 -0.30
O -4.8676 3.7833 0.8188 0.69 -0.47 -0.06
S -3.4355 3.6449 0.8308 0.67 0.43 0.15
O -2.7511 2.5667 0.1489 -0.86 0.09 0.16
O -2.7907 4.9988 0.2349 -0.22 -0.56 0.80
C -2.9111 5.1925 -1.1791 0.09 0.89 -1.05
C -4.1248 6.0464 -1.5060 -0.35 -0.07 0.09
C -2.7662 3.7359 2.5064 -0.78 -0.08 -1.20
H -2.8983 4.2541 -1.7337 -0.08 -0.16 0.25
H -2.0123 5.7432 -1.4653 0.09 -0.14 0.14
H -5.0365 5.4682 -1.3534 -0.05 0.19 0.21
H -4.1653 6.4197 -2.5306 0.40 -0.30 -0.12
H -4.1196 6.9400 -0.8812 -0.13 -0.14 0.19
H -1.7416 4.0495 2.3350 0.05 0.12 0.52
H -2.8130 2.7330 2.9234 0.09 -0.09 -0.14
H -3.4366 4.3795 3.0673 0.37 0.33 0.07
O -0.6449 -0.8400 4.8720 0.15 0.16 -0.08
S -0.4672 -1.9513 5.7620 0.03 -0.90 0.20
O 0.0485 -1.7562 7.0852 -0.43 0.00 -0.52
O -1.9101 -2.6610 5.9370 0.91 -0.04 0.14
C -2.7243 -2.8075 4.7549 -0.34 0.53 -0.04
C -3.9011 -1.8635 4.8668 -0.81 0.20 -0.69
C 0.4667 -3.2598 4.9616 -0.65 0.23 0.42
H -3.1145 -3.8229 4.6822 0.41 -0.16 0.42
H -2.1125 -2.6287 3.8689 -0.14 0.10 -0.05
H -3.7093 -0.8268 4.5834 0.42 -0.06 0.14
H -4.3586 -1.8513 5.8548 0.28 -0.19 0.16
H -4.6964 -2.1994 4.1879 0.15 -0.06 0.03
H 0.0384 -3.3912 3.9705 0.20 -0.03 -0.08
H 0.2972 -4.1424 5.5756 0.02 -0.06 -0.09
H 1.5287 -3.0311 4.9420 -0.06 0.28 -0.12
C 2.3542 1.3154 2.9833 0.02 -0.38 0.26
O 2.3830 1.9777 1.7139 -0.21 0.19 0.28
C 1.2616 2.6415 1.4052 0.54 -0.92 -0.81
O 0.2583 2.6600 2.0631 -0.35 0.51 0.23
O 1.4450 3.1303 0.1790 -0.04 0.24 0.01
C 0.4189 3.9706 -0.3557 -0.83 0.00 0.47
H 1.4079 0.8038 3.1561 -0.04 0.08 -0.11
H 2.5261 2.0149 3.8006 0.00 0.09 -0.10
H 3.1474 0.5715 2.9605 0.06 0.11 -0.06
H 0.5100 4.9640 0.0837 0.16 0.12 -0.31
H -0.5810 3.6151 -0.1043 0.17 -0.29 0.17
H 0.4941 3.9679 -1.4356 0.47 0.19 0.01
C -2.1775 -5.4420 1.9016 0.30 -0.19 -1.23
O -1.4200 -5.6383 3.0908 -0.31 0.22 0.21
C -0.3493 -6.4307 3.0667 0.27 0.21 0.10
O 0.3080 -6.6426 4.0460 -0.04 -0.13 0.13
O -0.0895 -6.9081 1.8497 -0.40 -0.18 -0.31
C 0.8567 -7.9793 1.7865 0.18 0.11 0.29
H -2.9919 -4.7479 2.0761 0.06 0.01 0.45
H -2.5621 -6.3777 1.4946 -0.15 -0.11 0.37
H -1.5506 -5.0393 1.1054 0.06 0.24 0.17
H 0.8345 -8.3219 0.7582 0.07 -0.02 -0.01
H 0.5701 -8.7743 2.4734 -0.05 -0.02 -0.06
H 1.8455 -7.6262 2.0738 0.02 0.02 -0.10